4 unconnected molecules or ions with the total composition C2H9NO5. Source: the Open Molecules 2025 dataset; level of theory: ωB97M-V/def2-TZVPD.

SMILES: O=CNC=O.O.O.O
ΔE to the lowest compared entry with this formula, charge and spin in eV: 1.6323

```
! RIJCOSX wB97M-V def2-TZVPD def2/J DEFGRID3
* xyz 0 1
O -1.43 0.46 2.43
C -1.16 1.50 1.90
N -1.99 2.26 1.11
C -3.31 1.79 0.84
O -3.68 0.65 0.59
H -0.16 2.02 2.15
H -1.75 3.26 1.20
H -4.01 2.53 0.48
H 3.32 -0.54 -0.21
H 3.81 -0.86 1.37
O 3.48 -0.15 0.75
H 2.02 -0.72 -2.05
H 2.52 -2.05 -2.02
O 2.85 -1.23 -1.76
H -0.45 -3.04 -3.00
H -0.27 -2.86 -1.52
O 0.22 -3.04 -2.26
*
```

The molecule's Mulliken atomic charges, reported in e, are given here: atom 1 (O): -0.46, atom 2 (C): 0.07, atom 3 (N): -0.12, atom 4 (C): -0.01, atom 5 (O): -0.44, atom 6 (H): 0.31, atom 7 (H): 0.29, atom 8 (H): 0.35, atom 9 (H): 0.43, atom 10 (H): 0.30, atom 11 (O): -0.69, atom 12 (H): 0.34, atom 13 (H): 0.30, atom 14 (O): -0.70, atom 15 (H): 0.33, atom 16 (H): 0.31, atom 17 (O): -0.62


26 unconnected molecules or ions with the total composition C25H95F3N4O30P. Source: the Open Molecules 2025 dataset; level of theory: ωB97M-V/def2-TZVPD.

```
! RIJCOSX wB97M-V def2-TZVPD def2/J DEFGRID3
* xyz 1 1
C -1.22 -4.41 -0.87
C -1.34 -2.83 -0.92
C -0.39 -2.12 0.14
C -0.45 -2.81 1.56
C -0.74 -0.56 0.18
N -1.38 -0.17 1.49
C -0.40 0.38 2.37
N -0.67 0.98 3.53
C -0.06 2.23 4.04
C -1.09 3.39 4.35
O -1.97 3.69 3.25
C -1.77 4.97 2.73
O -1.68 5.99 3.38
C -1.75 0.35 4.36
C -1.59 -1.20 4.52
O -2.76 -1.86 3.97
C -3.03 -3.02 4.67
O -3.25 -4.09 4.12
N 0.84 0.05 1.74
C 2.11 0.57 2.31
C 3.21 -0.59 2.11
C 4.58 -0.06 1.60
F 5.40 -1.16 1.38
F 5.25 0.74 2.51
F 4.52 0.63 0.42
C 0.53 0.41 0.31
C 1.63 0.16 -0.80
C 1.05 -0.03 -2.26
C 1.43 -1.40 -2.95
C 0.75 -1.40 -4.40
N -0.56 -2.09 -4.41
C -0.71 -3.04 -5.54
C -1.68 -1.20 -4.28
C -2.99 -1.79 -3.61
O -1.74 -0.03 -4.67
P -0.33 2.12 0.23
C -1.03 2.44 -1.48
C 0.86 3.51 0.65
H -1.68 -4.90 -1.77
H -0.13 -4.70 -0.72
H -1.80 -4.80 0.01
H -2.42 -2.59 -0.73
H -0.98 -2.48 -1.92
H 0.66 -2.28 -0.24
H 0.23 -2.34 2.32
H -1.52 -2.85 1.91
H -0.12 -3.89 1.48
H -1.37 -0.34 -0.72
H -2.24 0.37 1.41
H 0.80 2.60 3.41
H 0.41 1.98 5.04
H -1.74 3.07 5.21
H -0.51 4.28 4.72
H -1.75 5.05 1.60
H -2.70 0.51 3.76
H -1.92 0.90 5.32
H -1.61 -1.41 5.65
H -0.63 -1.62 4.15
H -3.03 -3.03 5.80
H 2.06 0.76 3.41
H 2.46 1.46 1.72
H 2.85 -1.37 1.40
H 3.39 -1.10 3.10
H 2.32 -0.69 -0.59
H 2.28 1.09 -0.82
H 1.51 0.79 -2.92
H -0.06 0.08 -2.34
H 2.54 -1.38 -3.14
H 1.13 -2.30 -2.36
H 1.43 -2.01 -5.06
H 0.75 -0.37 -4.83
H -1.77 -3.41 -5.55
H -0.49 -2.60 -6.55
H -0.08 -3.94 -5.37
H -2.86 -2.86 -3.32
H -3.21 -1.22 -2.67
H -3.87 -1.71 -4.30
H -0.21 2.40 -2.25
H -1.44 3.49 -1.55
H -1.85 1.72 -1.77
H 0.71 3.92 1.68
H 1.92 3.18 0.46
H 0.68 4.38 -0.05
O 4.40 3.40 1.82
H 4.83 2.88 1.13
H 4.61 2.94 2.63
O -5.21 3.89 4.01
H -4.28 4.09 4.17
H -5.49 4.55 3.37
O -4.96 -1.71 -1.47
H -5.02 -0.85 -1.03
H -5.88 -2.02 -1.47
O -5.76 -3.65 2.25
H -5.13 -3.72 2.97
H -6.53 -4.16 2.55
O 2.30 -4.54 -0.92
H 2.73 -5.05 -1.62
H 2.54 -5.00 -0.11
O 0.07 2.09 -5.37
H -0.48 1.30 -5.21
H 0.46 2.28 -4.51
O 0.43 -5.11 -7.03
H 0.87 -4.64 -7.74
H 0.00 -5.86 -7.46
O -1.24 -0.04 -7.91
H -0.93 -0.39 -7.06
H -1.49 0.87 -7.70
O 8.10 1.41 3.60
H 8.05 2.27 4.04
H 7.19 1.11 3.57
O 6.89 3.94 0.00
H 7.19 3.59 0.85
H 6.65 4.85 0.19
O 2.38 4.89 3.23
H 2.93 5.13 2.47
H 2.36 5.70 3.76
O -3.82 3.33 0.87
H -3.14 3.27 1.55
H -4.56 2.82 1.22
O 0.19 -3.81 5.42
H -0.36 -4.59 5.59
H 0.60 -3.63 6.28
O -4.83 -5.33 6.79
H -4.36 -4.86 6.10
H -5.25 -6.07 6.33
O 1.63 -7.05 -2.06
H 2.13 -7.59 -2.69
H 1.33 -7.68 -1.40
O 2.83 2.45 5.26
H 3.69 2.32 5.68
H 3.00 3.16 4.61
O 0.30 5.77 -1.80
H -0.49 6.24 -2.07
H 0.99 6.12 -2.38
O 2.99 6.72 -1.99
H 3.26 6.10 -1.30
H 3.54 7.50 -1.83
O 6.69 -2.46 -1.21
H 6.95 -2.81 -0.35
H 6.43 -1.55 -1.02
O 2.70 0.92 -4.58
H 3.63 1.14 -4.42
H 2.41 1.57 -5.24
O -0.88 -0.55 7.73
H -1.31 -1.20 8.31
H -0.55 0.13 8.33
O -3.20 -2.94 -7.46
H -2.64 -2.23 -7.81
H -4.03 -2.50 -7.24
O -0.88 8.26 -3.19
H -0.85 9.16 -2.85
H -1.13 8.38 -4.12
O -7.41 -1.42 0.82
H -6.78 -1.50 1.55
H -8.17 -1.92 1.12
O 1.07 -1.86 -7.82
H 0.26 -1.39 -8.06
H 1.74 -1.50 -8.42
*
```

Results of the Mulliken charge analysis, in e, for atoms 1 through 99: atom 1 (C): -1.47, atom 2 (C): 0.73, atom 3 (C): 0.73, atom 4 (C): -1.62, atom 5 (C): -1.60, atom 6 (N): 0.59, atom 7 (C): -2.49, atom 8 (N): 0.79, atom 9 (C): 0.03, atom 10 (C): -1.08, atom 11 (O): 0.19, atom 12 (C): 0.09, atom 13 (O): -0.49, atom 14 (C): -1.13, atom 15 (C): 0.62, atom 16 (O): -0.24, atom 17 (C): 0.21, atom 18 (O): -0.53, atom 19 (N): 0.91, atom 20 (C): 0.50, atom 21 (C): -1.08, atom 22 (C): 0.57, atom 23 (F): -0.32, atom 24 (F): -0.19, atom 25 (F): -0.25, atom 26 (C): 0.37, atom 27 (C): -0.70, atom 28 (C): 0.62, atom 29 (C): -0.42, atom 30 (C): -0.81, atom 31 (N): 0.59, atom 32 (C): -0.77, atom 33 (C): 0.48, atom 34 (C): -0.97, atom 35 (O): -0.74, atom 36 (P): 0.97, atom 37 (C): -0.61, atom 38 (C): -0.40, atom 39 (H): 0.38, atom 40 (H): 0.23, atom 41 (H): 0.29, atom 42 (H): 0.43, atom 43 (H): -0.75, atom 44 (H): -0.30, atom 45 (H): 0.10, atom 46 (H): 0.31, atom 47 (H): 0.42, atom 48 (H): 1.09, atom 49 (H): 0.54, atom 50 (H): -0.32, atom 51 (H): 0.40, atom 52 (H): 0.38, atom 53 (H): 0.47, atom 54 (H): 0.33, atom 55 (H): 0.21, atom 56 (H): 0.53, atom 57 (H): 0.41, atom 58 (H): -0.18, atom 59 (H): 0.35, atom 60 (H): 0.77, atom 61 (H): -0.57, atom 62 (H): 0.04, atom 63 (H): 0.72, atom 64 (H): 0.43, atom 65 (H): 0.41, atom 66 (H): 0.57, atom 67 (H): -0.66, atom 68 (H): 0.62, atom 69 (H): -0.46, atom 70 (H): 0.63, atom 71 (H): -0.01, atom 72 (H): 0.44, atom 73 (H): -0.22, atom 74 (H): 0.45, atom 75 (H): 0.31, atom 76 (H): 0.03, atom 77 (H): 0.45, atom 78 (H): -0.01, atom 79 (H): 0.49, atom 80 (H): 0.26, atom 81 (H): -0.14, atom 82 (H): 0.13, atom 83 (H): 0.25, atom 84 (O): -0.49, atom 85 (H): 0.21, atom 86 (H): 0.25, atom 87 (O): -0.65, atom 88 (H): 0.29, atom 89 (H): 0.33, atom 90 (O): -0.57, atom 91 (H): 0.26, atom 92 (H): 0.26, atom 93 (O): -0.56, atom 94 (H): 0.29, atom 95 (H): 0.28, atom 96 (O): -0.50, atom 97 (H): 0.24, atom 98 (H): 0.22, atom 99 (O): -0.74


A molecular structure, C27H44AlGeN4O2S5SbSi3. Source: the Open Molecules 2025 dataset; level of theory: ωB97M-V/def2-TZVPD.

ΔE to the lowest compared entry with this formula, charge and spin in eV: 0.9090

```
! RIJCOSX wB97M-V def2-TZVPD def2/J DEFGRID3
* xyz -2 1
Al -0.37 1.13 0.10
O -1.97 1.84 -0.24
N -3.18 1.39 -0.57
C -4.16 2.27 -0.82
C -5.41 1.84 -1.18
C -5.65 0.46 -1.31
C -4.62 -0.42 -1.08
C -3.36 0.03 -0.70
S -2.02 -0.93 -0.39
H -3.88 3.31 -0.72
H -6.18 2.56 -1.37
H -6.63 0.11 -1.59
H -4.73 -1.49 -1.20
S 4.32 2.05 -1.23
Sb 3.19 3.30 0.36
S 1.29 -0.33 -0.28
S 0.57 3.09 0.07
S 3.83 2.33 2.43
C 5.47 7.32 3.46
C 4.80 6.20 4.21
C 3.64 5.63 3.73
C 3.02 4.57 4.39
C 3.58 4.07 5.56
N 3.01 3.03 6.30
C 2.04 2.10 6.01
O 1.46 1.56 6.95
N 1.82 1.86 4.69
C 0.73 1.22 4.16
C -0.31 0.63 4.90
C -1.41 0.14 4.21
C -1.47 0.25 2.84
N -0.46 0.76 2.13
C 0.61 1.21 2.77
C 4.73 4.67 6.06
C 5.33 5.72 5.40
H 4.95 7.52 2.53
H 6.51 7.06 3.23
H 5.48 8.24 4.06
H 3.20 5.98 2.81
H 2.10 4.18 4.00
H 3.29 3.00 7.27
H 2.56 2.12 3.97
H -0.24 0.58 5.97
H -2.22 -0.32 4.75
H -2.32 -0.09 2.27
H 1.41 1.59 2.16
H 5.16 4.30 6.99
H 6.23 6.17 5.81
C -2.24 -3.52 1.63
Si -0.31 -3.60 1.63
C 0.05 -5.48 1.41
C 0.21 -3.17 3.43
Ge 1.11 -2.55 -0.08
Si 3.46 -2.70 0.53
C 3.69 -1.74 2.16
C 4.06 -4.51 0.82
C 4.57 -1.93 -0.82
Si 0.45 -3.34 -2.28
C 1.16 -2.19 -3.64
C -1.42 -3.54 -2.67
C 1.18 -5.10 -2.59
H -2.67 -4.19 2.37
H -2.64 -3.79 0.66
H -2.58 -2.51 1.85
H -0.42 -6.09 2.17
H 1.12 -5.67 1.44
H -0.31 -5.83 0.44
H -0.54 -3.46 4.16
H 0.37 -2.10 3.53
H 1.14 -3.66 3.69
H 3.12 -2.18 2.98
H 3.34 -0.73 2.02
H 4.73 -1.69 2.48
H 3.50 -4.99 1.62
H 5.11 -4.54 1.08
H 3.92 -5.12 -0.07
H 4.27 -0.90 -0.97
H 4.47 -2.45 -1.77
H 5.62 -1.94 -0.55
H 0.77 -1.19 -3.49
H 0.92 -2.50 -4.65
H 2.24 -2.12 -3.55
H -1.91 -2.57 -2.69
H -1.92 -4.13 -1.91
H -1.60 -4.02 -3.63
H 2.25 -5.10 -2.44
H 0.98 -5.46 -3.59
H 0.76 -5.81 -1.89
*
```

The molecule's Mulliken atomic charges, reported in e, are given here: atom 1 (Al): -0.11, atom 2 (O): 0.08, atom 3 (N): 0.27, atom 4 (C): -0.30, atom 5 (C): -0.75, atom 6 (C): -0.27, atom 7 (C): -1.03, atom 8 (C): 0.10, atom 9 (S): -0.18, atom 10 (H): 0.48, atom 11 (H): 0.37, atom 12 (H): 0.40, atom 13 (H): 0.44, atom 14 (S): -0.77, atom 15 (Sb): 0.30, atom 16 (S): -0.33, atom 17 (S): -0.55, atom 18 (S): -0.75, atom 19 (C): -1.47, atom 20 (C): 0.82, atom 21 (C): -0.80, atom 22 (C): -0.19, atom 23 (C): 0.55, atom 24 (N): 0.00, atom 25 (C): 0.28, atom 26 (O): -0.78, atom 27 (N): 0.39, atom 28 (C): -0.15, atom 29 (C): -0.53, atom 30 (C): -1.18, atom 31 (C): -0.18, atom 32 (N): 0.71, atom 33 (C): 1.14, atom 34 (C): -0.57, atom 35 (C): -0.81, atom 36 (H): 0.34, atom 37 (H): 0.31, atom 38 (H): 0.33, atom 39 (H): 0.31, atom 40 (H): 0.59, atom 41 (H): 0.24, atom 42 (H): -0.52, atom 43 (H): 0.52, atom 44 (H): 0.37, atom 45 (H): 0.52, atom 46 (H): -0.88, atom 47 (H): 0.31, atom 48 (H): 0.33, atom 49 (C): -1.05, atom 50 (Si): 0.83, atom 51 (C): -1.19, atom 52 (C): -0.90, atom 53 (Ge): 0.44, atom 54 (Si): 0.47, atom 55 (C): -0.48, atom 56 (C): -1.20, atom 57 (C): -0.80, atom 58 (Si): 0.42, atom 59 (C): -1.07, atom 60 (C): -1.03, atom 61 (C): -1.11, atom 62 (H): 0.43, atom 63 (H): 0.19, atom 64 (H): 0.23, atom 65 (H): 0.37, atom 66 (H): 0.25, atom 67 (H): 0.24, atom 68 (H): 0.36, atom 69 (H): 0.00, atom 70 (H): 0.40, atom 71 (H): 0.20, atom 72 (H): -0.16, atom 73 (H): 0.46, atom 74 (H): 0.28, atom 75 (H): 0.38, atom 76 (H): 0.28, atom 77 (H): 0.05, atom 78 (H): 0.26, atom 79 (H): 0.38, atom 80 (H): 0.25, atom 81 (H): 0.38, atom 82 (H): 0.26, atom 83 (H): 0.21, atom 84 (H): 0.23, atom 85 (H): 0.42, atom 86 (H): 0.27, atom 87 (H): 0.38, atom 88 (H): 0.28


12 unconnected molecules or ions with the total composition C36H60O36. Source: the Open Molecules 2025 dataset; level of theory: ωB97M-V/def2-TZVPD.

SMILES: COC(=O)OC.COC(=O)OC.COC(=O)OC.COC(=O)OC.COC(=O)OC.COC(=O)OC.O=C1OCCO1.O=C1OCCO1.O=C1OCCO1.O=C1OCCO1.O=C1OCCO1.O=C1OCCO1
ΔE to the lowest compared entry with this formula, charge and spin in eV: 4.9000

```
! RIJCOSX wB97M-V def2-TZVPD def2/J DEFGRID3
* xyz 0 1
C -3.39 1.21 -0.44
C -3.12 2.73 -0.68
O -4.27 3.03 -1.44
C -5.09 1.98 -1.68
O -6.17 2.05 -2.19
O -4.60 0.92 -1.05
H -3.41 0.98 0.62
H -2.63 0.63 -0.97
H -2.33 2.91 -1.41
H -2.93 3.32 0.22
C 2.01 -5.52 -1.27
C 2.92 -4.49 -1.98
O 3.85 -4.12 -0.98
C 3.66 -4.84 0.15
O 4.26 -4.74 1.25
O 2.63 -5.53 0.02
H 1.94 -6.53 -1.68
H 1.03 -5.06 -1.19
H 2.31 -3.66 -2.34
H 3.53 -4.93 -2.77
C 1.08 -2.11 -6.03
C 1.40 -3.29 -6.90
O 0.68 -4.37 -6.31
C 0.44 -4.08 -5.07
O 0.17 -4.86 -4.18
O 0.74 -2.75 -4.85
H 0.24 -1.53 -6.42
H 1.86 -1.38 -5.83
H 2.46 -3.44 -7.11
H 0.83 -3.13 -7.82
C -3.74 -2.69 2.45
C -4.50 -3.51 1.50
O -3.49 -4.26 0.85
C -2.40 -3.45 0.80
O -1.42 -3.72 0.04
O -2.60 -2.42 1.69
H -3.33 -3.13 3.36
H -4.43 -1.89 2.69
H -5.02 -3.06 0.65
H -5.13 -4.23 2.01
C 1.88 5.87 6.68
C 0.56 5.59 7.22
O -0.01 4.59 6.41
C 0.92 4.01 5.68
O 0.79 3.01 4.93
O 2.06 4.58 6.03
H 2.65 6.06 7.43
H 1.87 6.68 5.95
H -0.10 6.45 7.12
H 0.52 5.42 8.29
C 4.41 -1.18 -1.42
C 4.96 0.19 -1.04
O 4.19 1.05 -1.90
C 3.52 0.39 -2.85
O 2.91 0.83 -3.77
O 3.77 -0.92 -2.66
H 3.78 -1.54 -0.61
H 5.23 -1.89 -1.39
H 6.00 0.32 -1.32
H 4.90 0.41 0.03
C 5.52 3.57 4.17
O 4.78 4.83 4.07
C 4.02 5.07 3.02
O 3.77 4.33 2.07
O 3.45 6.24 3.29
C 2.59 6.77 2.31
H 5.96 3.38 3.20
H 4.88 2.70 4.35
H 6.28 3.49 4.95
H 1.70 6.19 2.05
H 3.34 7.13 1.61
H 2.21 7.69 2.75
C -3.87 -1.98 -1.89
O -4.23 -3.08 -2.70
C -5.46 -3.50 -2.92
O -6.50 -2.92 -2.42
O -5.48 -4.53 -3.80
C -6.75 -5.20 -4.06
H -4.29 -1.97 -0.89
H -4.05 -1.02 -2.39
H -2.79 -1.98 -1.71
H -6.72 -5.81 -4.96
H -7.62 -4.56 -3.96
H -6.85 -5.90 -3.23
C 0.19 -1.22 -1.88
O 1.11 -0.58 -1.02
C 0.62 0.15 -0.01
O -0.48 0.02 0.55
O 1.60 0.98 0.41
C 1.29 1.85 1.55
H -0.60 -0.57 -2.26
H -0.16 -2.14 -1.40
H 0.76 -1.57 -2.74
H 0.38 2.42 1.42
H 2.08 2.58 1.71
H 1.02 1.34 2.48
C -2.53 -1.79 -5.08
O -1.90 -0.66 -5.56
C -1.95 0.43 -4.75
O -2.49 0.53 -3.61
O -1.11 1.33 -5.31
C -0.93 2.60 -4.71
H -2.04 -2.37 -4.30
H -2.53 -2.47 -5.94
H -3.59 -1.71 -4.85
H -1.77 3.29 -4.77
H -0.05 3.05 -5.17
H -0.86 2.40 -3.64
C -1.12 4.97 2.50
O -1.61 3.62 2.37
C -2.01 2.84 3.39
O -2.19 3.13 4.54
O -2.15 1.69 2.80
C -2.53 0.53 3.49
H -0.86 5.40 1.54
H -0.28 4.94 3.19
H -1.88 5.60 2.97
H -3.62 0.47 3.54
H -2.12 0.53 4.50
H -2.16 -0.36 2.97
C 0.44 -1.42 3.31
O 1.64 -1.81 2.63
C 2.84 -1.27 2.72
O 3.12 -0.28 3.34
O 3.75 -2.08 2.08
C 5.11 -1.62 2.20
H -0.20 -2.30 3.35
H -0.01 -0.53 2.89
H 0.68 -1.28 4.37
H 5.43 -1.78 3.23
H 5.14 -0.58 1.86
H 5.82 -2.21 1.61
*
```

Results of the Mulliken charge analysis, in e, for atoms 1 through 99: atom 1 (C): 1.22, atom 2 (C): 0.27, atom 3 (O): -0.43, atom 4 (C): 0.64, atom 5 (O): -0.59, atom 6 (O): -0.33, atom 7 (H): -0.29, atom 8 (H): -0.63, atom 9 (H): 0.06, atom 10 (H): -0.02, atom 11 (C): -0.10, atom 12 (C): 0.52, atom 13 (O): -0.29, atom 14 (C): 0.67, atom 15 (O): -0.64, atom 16 (O): -0.33, atom 17 (H): 0.28, atom 18 (H): 0.08, atom 19 (H): -0.46, atom 20 (H): 0.32, atom 21 (C): -0.15, atom 22 (C): -0.46, atom 23 (O): -0.38, atom 24 (C): 0.46, atom 25 (O): -0.58, atom 26 (O): 0.17, atom 27 (H): 0.14, atom 28 (H): 0.25, atom 29 (H): 0.25, atom 30 (H): 0.35, atom 31 (C): -0.21, atom 32 (C): -0.56, atom 33 (O): -0.34, atom 34 (C): 0.48, atom 35 (O): -0.60, atom 36 (O): 0.15, atom 37 (H): 0.34, atom 38 (H): 0.23, atom 39 (H): 0.29, atom 40 (H): 0.33, atom 41 (C): -0.16, atom 42 (C): -0.42, atom 43 (O): -0.30, atom 44 (C): 0.52, atom 45 (O): -0.43, atom 46 (O): -0.27, atom 47 (H): 0.31, atom 48 (H): 0.14, atom 49 (H): 0.30, atom 50 (H): 0.26, atom 51 (C): 0.24, atom 52 (C): -0.27, atom 53 (O): -0.35, atom 54 (C): 0.66, atom 55 (O): -0.58, atom 56 (O): -0.35, atom 57 (H): -0.10, atom 58 (H): 0.53, atom 59 (H): 0.28, atom 60 (H): 0.07, atom 61 (C): -0.68, atom 62 (O): -0.32, atom 63 (C): 0.88, atom 64 (O): -0.60, atom 65 (O): -0.32, atom 66 (C): -0.76, atom 67 (H): 0.30, atom 68 (H): 0.28, atom 69 (H): 0.29, atom 70 (H): 0.25, atom 71 (H): 0.38, atom 72 (H): 0.26, atom 73 (C): -0.84, atom 74 (O): -0.14, atom 75 (C): 0.77, atom 76 (O): -0.66, atom 77 (O): -0.29, atom 78 (C): -0.73, atom 79 (H): 0.14, atom 80 (H): 0.79, atom 81 (H): -0.07, atom 82 (H): 0.25, atom 83 (H): 0.33, atom 84 (H): 0.31, atom 85 (C): 0.39, atom 86 (O): -0.04, atom 87 (C): -0.19, atom 88 (O): 0.04, atom 89 (O): -0.21, atom 90 (C): -0.05, atom 91 (H): -0.10, atom 92 (H): 0.03, atom 93 (H): -0.20, atom 94 (H): -0.01, atom 95 (H): 0.11, atom 96 (H): 0.22, atom 97 (C): -0.81, atom 98 (O): -0.39, atom 99 (C): 0.63


| no. | HOMO-LUMO gap (eV) |
| --- | --- |
| 1 | 10.37 |
| 2 | 7.74 |
| 3 | 4.12 |
| 4 | 10.44 |